(1)
Formula: C28H35MgN4O3PSTe
Source: the Open Molecules 2025 dataset
Level of theory: ωB97M-V/def2-TZVPD

Geometry as ORCA input:
```
! wB97M-V def2-TZVPD RIJCOSX def2/J DEFGRID3
* xyz -2 1
Mg 0.64 0.19 -0.78
N -1.63 -1.96 3.37
C -0.48 -1.61 2.63
S 0.86 -1.02 3.54
N -0.60 -1.82 1.36
N 0.52 -1.54 0.58
C 1.27 -2.55 0.38
C 2.48 -2.62 -0.42
C 3.12 -3.87 -0.50
C 4.28 -4.06 -1.22
C 4.84 -2.96 -1.88
C 4.24 -1.72 -1.82
C 3.04 -1.50 -1.09
O 2.51 -0.33 -1.07
H -1.67 -1.45 4.24
H -2.48 -1.88 2.82
H 0.98 -3.48 0.88
H 2.67 -4.70 0.03
H 4.75 -5.03 -1.27
H 5.75 -3.08 -2.46
H 4.66 -0.87 -2.33
C -1.58 1.08 -7.06
O -0.36 0.91 -6.38
C -0.08 -0.35 -5.90
C -0.46 -1.50 -6.58
C -0.06 -2.76 -6.14
C 0.73 -2.85 -5.00
C 1.08 -1.70 -4.31
C 0.68 -0.43 -4.73
N 1.09 0.69 -4.02
C 0.18 1.81 -3.73
C -1.26 1.43 -3.55
C -2.23 2.16 -4.24
C -3.59 1.90 -4.12
C -4.00 0.86 -3.29
C -3.06 0.13 -2.58
C -1.68 0.41 -2.66
O -0.85 -0.26 -1.91
H -1.75 2.15 -7.13
H -2.41 0.63 -6.50
H -1.55 0.66 -8.07
H -1.05 -1.41 -7.48
H -0.37 -3.64 -6.68
H 1.05 -3.81 -4.63
H 1.66 -1.78 -3.39
H 1.77 0.50 -3.30
H 0.24 2.54 -4.54
H -1.89 2.96 -4.89
H -4.32 2.49 -4.66
H -5.05 0.63 -3.18
H -3.36 -0.66 -1.91
Te 0.95 2.85 -1.97
C 0.88 3.91 2.71
C 0.82 2.61 1.91
P -0.84 1.98 1.40
C -1.62 3.53 0.73
C -2.83 3.25 -0.15
C -1.63 1.86 3.07
C -3.04 1.27 3.03
H 1.92 4.17 2.94
H 0.35 3.83 3.66
H 0.45 4.75 2.16
H 1.27 1.79 2.47
H 1.41 2.72 0.99
H -0.85 3.99 0.10
H -1.85 4.22 1.54
H -2.56 2.60 -0.98
H -3.23 4.18 -0.58
H -3.64 2.77 0.40
H -1.65 2.84 3.55
H -0.97 1.21 3.65
H -3.71 1.89 2.42
H -3.48 1.20 4.03
H -3.03 0.28 2.59
*
```

HOMO: -1.558 eV
Frontier orbital gap: 5.88 eV
Relative energy (zero: lowest compared OMol25 entry of this formula, charge and spin): 0.00 kcal/mol

(2)
Formula: C20H49BrClO6S
Source: the Open Molecules 2025 dataset
Level of theory: ωB97M-V/def2-TZVPD

Geometry as ORCA input:
```
! wB97M-V def2-TZVPD RIJCOSX def2/J DEFGRID3
* xyz 1 1
O 2.11 4.77 -1.70
C 2.33 3.56 -1.43
Br 0.78 2.33 -1.49
C 3.85 3.10 -1.09
S 4.09 2.59 0.68
C 3.38 0.92 1.05
C 4.15 -0.31 0.33
C 3.61 -0.62 -1.16
Cl 2.16 -1.78 -1.09
H 4.49 4.06 -1.24
H 4.27 2.34 -1.85
H 5.48 2.44 0.84
H 2.24 0.83 0.88
H 3.53 0.75 2.18
H 3.94 -1.28 0.94
H 5.30 -0.20 0.36
H 4.44 -1.10 -1.80
H 3.28 0.37 -1.63
C -2.87 0.17 0.48
C -3.28 0.57 -0.93
C -4.33 -0.38 -1.49
O -2.14 0.56 -1.78
H -2.43 -0.84 0.48
H -2.11 0.85 0.86
H -3.72 0.18 1.16
H -3.68 1.59 -0.92
H -3.95 -1.40 -1.55
H -4.61 -0.08 -2.51
H -5.23 -0.38 -0.87
H -1.78 -0.34 -1.80
C 4.62 7.40 -1.02
C 5.34 6.87 0.21
C 6.20 7.95 0.85
O 6.16 5.76 -0.17
H 5.33 7.73 -1.78
H 4.01 6.61 -1.48
H 3.96 8.24 -0.76
H 4.61 6.50 0.94
H 6.97 8.30 0.15
H 6.73 7.55 1.72
H 5.60 8.80 1.16
H 6.81 6.08 -0.81
C -0.85 1.93 3.71
C 0.34 1.04 3.41
C 0.33 -0.22 4.26
O 1.55 1.76 3.65
H -0.84 2.25 4.76
H -0.83 2.83 3.10
H -1.79 1.40 3.52
H 0.33 0.76 2.35
H 0.38 0.03 5.33
H 1.20 -0.84 4.04
H -0.58 -0.81 4.09
H 1.57 2.01 4.58
C -4.38 -5.33 1.42
C -4.84 -3.94 1.00
C -5.97 -4.02 -0.02
O -3.74 -3.23 0.44
H -4.00 -5.89 0.56
H -3.56 -5.26 2.14
H -5.20 -5.90 1.87
H -5.17 -3.38 1.88
H -5.64 -4.53 -0.92
H -6.28 -3.01 -0.32
H -6.83 -4.55 0.39
H -3.43 -3.72 -0.34
C -3.45 -6.54 -3.91
C -2.80 -5.34 -3.24
C -1.37 -5.65 -2.83
O -3.55 -4.98 -2.08
H -3.49 -7.40 -3.23
H -4.48 -6.31 -4.19
H -2.90 -6.83 -4.81
H -2.81 -4.48 -3.91
H -1.33 -6.48 -2.11
H -0.91 -4.79 -2.33
H -0.76 -5.91 -3.69
H -3.55 -5.73 -1.47
*
```

HOMO: -11.508 eV
Frontier orbital gap: 7.72 eV

(3)
Formula: C2H2O3S
Source: the Open Molecules 2025 dataset
Level of theory: ωB97M-V/def2-TZVPD

Geometry as ORCA input:
```
! wB97M-V def2-TZVPD RIJCOSX def2/J DEFGRID3
* xyz 0 1
C -0.43 0.10 0.71
C 0.37 -0.31 -0.55
H -2.19 -0.08 1.63
H 2.12 0.28 -1.95
O -1.50 -0.75 1.06
O -0.12 1.17 1.26
O 0.72 -1.43 -0.83
S 1.03 1.02 -1.31
*
```

HOMO: -10.143 eV
Frontier orbital gap: 9.68 eV
Relative energy (zero: lowest compared OMol25 entry of this formula, charge and spin): 36.94 kcal/mol
SMILES string: O=C(O)C(=O)S

(4)
Formula: Cl2H2O2P2
Source: the Open Molecules 2025 dataset
Level of theory: ωB97M-V/def2-TZVPD

Geometry as ORCA input:
```
! wB97M-V def2-TZVPD RIJCOSX def2/J DEFGRID3
* xyz 0 1
O 1.51 0.33 -0.72
O -0.36 -1.02 0.49
P -0.54 0.41 0.86
P 1.30 -1.13 -0.81
Cl 0.06 -1.41 -2.33
Cl -1.53 1.51 -0.42
H 0.75 0.93 0.98
H -1.19 0.38 1.95
*
```

HOMO: -9.565 eV
Frontier orbital gap: 10.21 eV
Relative energy (zero: lowest compared OMol25 entry of this formula, charge and spin): 25.40 kcal/mol